[1]
{"formula": "C5H20N10O5Tl", "method": "the ωB97M-V functional and the def2-TZVPD basis", "orbital_gap_ev": 2.95, "e_tot_ev": -35314.946, "e_homo_ha": -0.669, "total_charge": 3, "elements": ["Tl", "C", "O", "N", "N", "H", "H", "H", "H", "C", "O", "N", "N", "H", "H", "H", "H", "C", "O", "N", "N", "H", "H", "H", "H", "C", "O", "N", "N", "H", "H", "H", "H", "C", "O", "N", "N", "H", "H", "H", "H"], "coordinates": [[1.37068, 0.34302, -0.62882], [4.10641, -2.22957, -2.16478], [3.29930, -1.29842, -1.91840], [4.71960, -2.92551, -1.19312], [4.50898, -2.44449, -3.43114], [5.47929, -3.55565, -1.38709], [4.37910, -2.78198, -0.25979], [4.98080, -3.31489, -3.62762], [4.27257, -1.87173, -4.22316], [-2.02324, 0.21690, -2.87695], [-1.17918, 0.08602, -1.95158], [-3.25138, -0.33646, -2.80286], [-1.67075, 0.70601, -4.08614], [-3.82253, -0.34171, -3.63107], [-3.56198, -0.67112, -1.91201], [-2.40542, 0.99176, -4.71628], [-0.79933, 1.20230, -4.16701], [-1.67660, 2.79548, 0.56348], [-0.85964, 1.85141, 0.52083], [-2.41694, 3.08649, 1.64624], [-1.87839, 3.59614, -0.52778], [-2.51592, 2.41367, 2.38677], [-2.98759, 3.91637, 1.68870], [-2.03510, 4.56996, -0.30217], [-1.28746, 3.33396, -1.30192], [1.62237, 0.93257, 3.28241], [1.57240, 0.60011, 2.08472], [0.74229, 1.78847, 3.85496], [2.54019, 0.41467, 4.11842], [0.92801, 2.09627, 4.79611], [-0.14888, 1.98704, 3.44165], [2.65572, 0.46946, 5.11731], [3.21959, -0.17948, 3.66733], [-1.57711, -1.62816, 1.18317], [-0.58281, -0.88294, 1.02547], [-1.43222, -2.90986, 1.58969], [-2.83945, -1.21854, 0.93330], [-2.23960, -3.51011, 1.64881], [-0.62909, -3.12597, 2.15897], [-3.60809, -1.86716, 0.86887], [-2.96861, -0.30433, 0.53250]], "forces_ev_per_a": [[-1.05, -0.33, 0.67], [1.37, 0.54, 0.09], [-1.38, 0.58, -0.11], [-0.71, 0.20, -0.30], [0.10, -0.69, 0.25], [-0.03, -0.10, 0.15], [0.25, -0.23, 0.12], [0.00, 0.07, -0.18], [-0.28, 0.20, 0.24], [0.39, -1.19, -1.28], [0.12, 0.40, 0.84], [0.83, 0.79, 0.29], [-0.24, 0.50, 0.43], [-0.38, -0.14, 0.25], [-0.29, -0.24, -0.16], [0.13, -0.03, -0.16], [0.04, -0.09, -0.06], [-0.54, 0.82, -0.19], [0.11, -0.54, 0.10], [0.32, -0.41, 0.03], [0.46, -0.65, 0.68], [0.15, 0.09, 0.11], [-0.14, -0.09, -0.10], [-0.03, 0.12, -0.60], [0.01, 0.59, -0.15], [-1.13, 1.00, 1.61], [0.64, -0.85, -0.90], [0.46, -0.15, -0.03], [1.10, -0.79, -1.27], [-0.27, 0.02, 0.00], [0.15, 0.09, -0.21], [-0.68, 0.39, 0.06], [0.10, 0.10, 0.08], [-0.78, -1.01, -0.53], [0.57, 0.40, 0.23], [0.17, 0.58, -0.03], [0.24, 0.36, -0.31], [0.03, -0.02, 0.36], [0.09, -0.25, -0.23], [-0.01, -0.01, 0.23], [0.12, -0.01, -0.05]], "nbo_charge": [1.34, 0.78, -0.64, -0.77, -0.76, 0.43, 0.42, 0.42, 0.44, 0.77, -0.62, -0.78, -0.78, 0.43, 0.41, 0.42, 0.42, 0.77, -0.53, -0.79, -0.76, 0.42, 0.44, 0.43, 0.41, 0.79, -0.63, -0.79, -0.77, 0.42, 0.41, 0.44, 0.42, 0.77, -0.53, -0.76, -0.77, 0.42, 0.43, 0.42, 0.41]}

[2]
{"formula": "C5H14BFNO3PTl", "method": "the ωB97M-V functional and the def2-TZVPD basis", "orbital_gap_ev": 4.62, "e_tot_ev": -30383.981, "e_homo_ha": -0.796, "total_charge": 3, "elements": ["C", "N", "C", "P", "F", "C", "C", "O", "O", "B", "C", "O", "H", "H", "H", "H", "H", "H", "H", "H", "H", "H", "H", "H", "H", "H", "Tl"], "coordinates": [[2.13766, -2.68170, 0.31532], [1.02479, -1.96338, -0.36279], [1.23508, -0.51561, -0.21316], [-0.27863, 0.46035, 0.51548], [-1.51467, 1.41710, 1.20812], [-1.47271, -0.00568, -0.87663], [-2.92537, -0.26041, -0.19092], [-3.09531, -1.03227, 0.83171], [-4.06179, 0.32809, -0.70896], [0.84515, 2.05469, 0.54333], [1.33063, 2.88017, -0.75788], [1.28187, 2.49845, 1.82024], [2.03690, -2.48261, 1.44406], [2.02012, -3.79946, 0.15676], [3.14619, -2.29736, -0.02145], [0.09718, -2.27412, -0.03109], [2.10025, -0.39602, 0.53581], [1.57165, 0.00891, -1.16865], [-0.31511, -0.36957, 1.69700], [-1.22181, -0.95696, -1.44065], [-1.62765, 0.81568, -1.65824], [-4.81417, -0.02286, -0.17171], [1.06727, 2.37956, -1.75501], [0.90065, 3.94584, -0.74925], [2.47472, 2.98263, -0.70017], [1.12208, 1.77813, 2.48057], [-3.06499, -2.49158, -0.74184]], "forces_ev_per_a": [[-0.06, -0.53, 0.31], [1.19, 2.66, 3.14], [3.96, -1.74, -1.37], [-5.83, -0.92, 1.38], [2.19, -0.52, -0.97], [-2.04, 0.21, -0.07], [-2.46, 2.20, 2.89], [1.52, 3.96, -1.53], [3.49, -1.46, 0.65], [4.04, 5.19, 2.58], [-0.33, -0.57, -1.25], [-2.15, -3.45, -3.12], [0.11, -0.50, -1.08], [0.09, 1.16, 0.17], [-1.27, -0.47, 0.15], [0.12, -0.58, -1.20], [-0.89, 0.06, -1.20], [-1.21, -0.08, 0.72], [0.05, 0.12, -0.90], [0.12, 1.14, 0.49], [0.57, -0.81, 1.09], [0.09, 0.55, -0.12], [0.40, 0.97, 1.22], [0.28, -1.49, 0.20], [-1.45, -0.34, 0.18], [0.42, 1.18, 0.38], [-0.97, -5.93, -2.72]], "mulliken_charge": [-0.79, 0.09, -0.91, 0.55, -0.34, -0.82, 0.88, -0.58, -0.39, 0.18, -0.79, -0.27, 0.44, 0.34, 0.38, 0.31, 0.53, 0.42, 0.17, 0.54, 0.41, 0.45, 0.40, 0.38, 0.37, 0.38, 0.66]}

[3]
{"formula": "C22H26N2O5", "method": "the ωB97M-V functional and the def2-TZVPD basis", "orbital_gap_ev": 8.20, "e_tot_ev": -36454.458, "smiles": "COCCn1c(C)cc(C(=O)COC(=O)c2ccc(N3CCCC3=O)cc2)c1C", "e_homo_ha": -0.285, "total_charge": 0, "elements": ["C", "H", "O", "C", "C", "N", "C", "C", "C", "C", "C", "H", "H", "H", "H", "C", "O", "C", "H", "O", "C", "O", "C", "C", "C", "C", "C", "C", "H", "H", "N", "C", "O", "C", "C", "H", "H", "C", "H", "H", "H", "H", "H", "H", "H", "C", "H", "H", "H", "H", "H", "H", "H", "H", "H"], "coordinates": [[-3.88922, 2.58958, -3.50470], [-3.85370, 2.59607, -4.60146], [-2.82010, 1.85823, -2.96572], [-1.56102, 2.38273, -3.31391], [-0.46256, 1.56976, -2.62036], [-0.39497, 1.83826, -1.20954], [0.30666, 2.85036, -0.63674], [0.13679, 2.76640, 0.74105], [-0.74464, 1.67070, 0.97141], [-1.05774, 1.12622, -0.23813], [-1.90731, -0.04944, -0.55647], [-2.34490, -0.43437, 0.36047], [-2.70061, 0.22813, -1.24817], [-1.31172, -0.83986, -1.01590], [-1.13646, 1.35647, 1.91824], [0.85167, 3.55224, 1.72643], [1.24166, 4.69157, 1.56664], [1.19191, 2.79062, 3.01927], [0.32582, 2.74744, 3.69032], [1.58719, 1.47601, 2.65547], [0.90517, 0.44032, 3.16249], [0.23451, 0.50033, 4.16557], [0.98247, -0.74839, 2.28225], [0.37347, -1.93474, 2.68057], [0.21810, -2.97640, 1.78928], [0.65104, -2.83581, 0.47070], [1.32054, -1.67255, 0.08948], [1.48313, -0.64036, 0.98601], [1.97723, 0.26793, 0.68180], [1.68291, -1.57369, -0.92016], [0.40829, -3.83892, -0.47210], [0.13626, -3.61344, -1.79079], [0.08473, -2.53404, -2.33422], [-0.13562, -4.95951, -2.44018], [0.39449, -5.97121, -1.42978], [-0.15017, -6.91267, -1.44193], [1.44812, -6.17665, -1.62204], [0.23945, -5.23189, -0.09982], [0.98904, -5.51969, 0.63974], [-0.75939, -5.39931, 0.32249], [0.33747, -5.01857, -3.41826], [-1.21479, -5.05292, -2.58032], [-0.27494, -3.88138, 2.10825], [-0.00362, -2.01272, 3.68898], [2.01778, 3.29521, 3.52837], [1.16916, 3.78508, -1.40334], [1.93868, 3.24685, -1.95939], [1.64716, 4.46884, -0.70768], [0.58492, 4.37048, -2.11280], [-0.66190, 0.50691, -2.76906], [0.49771, 1.81906, -3.07791], [-1.42002, 2.33106, -4.40546], [-1.49826, 3.43900, -3.00916], [-3.88271, 3.62647, -3.14630], [-4.80167, 2.09809, -3.17414]], "forces_ev_per_a": [[-0.07, 0.10, -0.05], [-0.03, 0.00, 0.03], [0.26, -0.17, 0.14], [0.18, -0.06, -0.06], [-0.42, 0.25, -0.53], [0.03, 0.02, 0.23], [0.38, 0.34, 0.62], [-0.35, -0.01, -0.89], [-0.07, 0.11, -0.26], [-0.27, -0.20, 0.47], [0.00, 0.04, -0.11], [-0.02, -0.04, 0.07], [-0.08, -0.09, 0.00], [-0.01, -0.11, -0.02], [-0.11, -0.17, 0.19], [0.30, -0.12, 0.29], [0.00, 0.02, 0.13], [-0.12, 0.48, 0.21], [0.13, 0.03, -0.09], [0.30, -0.08, 0.01], [-0.24, -0.13, 0.32], [0.14, 0.02, -0.14], [0.00, -0.22, -0.15], [0.16, 0.32, 0.07], [0.01, -0.13, -0.21], [0.03, 0.45, 0.24], [0.05, -0.09, -0.09], [-0.01, -0.10, 0.23], [-0.01, 0.10, -0.06], [0.01, 0.01, -0.04], [0.21, -0.23, 0.21], [-0.13, -0.12, -0.43], [-0.01, 0.21, -0.20], [0.08, -0.07, -0.03], [-0.08, 0.03, 0.00], [0.04, -0.02, 0.03], [-0.01, 0.00, 0.03], [-0.05, -0.29, 0.13], [-0.09, 0.02, -0.01], [0.09, -0.02, 0.05], [-0.05, 0.08, 0.00], [-0.02, 0.04, -0.02], [-0.06, -0.09, 0.02], [-0.06, 0.00, 0.07], [-0.15, -0.07, -0.11], [0.03, -0.07, -0.05], [0.06, 0.01, -0.09], [0.00, 0.02, -0.06], [0.01, 0.09, -0.08], [0.12, 0.05, -0.03], [-0.07, -0.09, 0.03], [0.01, 0.01, 0.09], [0.04, -0.08, -0.04], [-0.02, -0.03, -0.01], [-0.04, 0.07, -0.05]], "nbo_charge": [-0.24, 0.16, -0.55, -0.06, -0.23, -0.34, 0.21, -0.21, -0.30, 0.17, -0.66, 0.22, 0.24, 0.23, 0.22, 0.55, -0.56, -0.18, 0.23, -0.51, 0.80, -0.60, -0.19, -0.14, -0.26, 0.17, -0.18, -0.15, 0.24, 0.23, -0.44, 0.70, -0.61, -0.50, -0.40, 0.22, 0.21, -0.20, 0.21, 0.19, 0.24, 0.23, 0.22, 0.24, 0.21, -0.66, 0.21, 0.27, 0.22, 0.24, 0.21, 0.17, 0.17, 0.17, 0.20]}

[4]
{"formula": "C2H4O4", "method": "the ωB97M-V functional and the def2-TZVPD basis", "orbital_gap_ev": [11.24, 3.55], "e_tot_ev": -10316.291, "multiplicity": 2, "e_homo_ha": [-0.616, -0.549], "total_charge": 1, "elements": ["O", "C", "O", "H", "H", "O", "C", "O", "H", "H"], "coordinates": [[-1.45803, -2.56171, 1.63804], [-1.15175, -1.40117, 1.45002], [-0.86759, -0.99988, 0.18237], [-0.54914, -0.72450, 2.02098], [-1.56677, -1.51143, -0.33345], [2.00394, 0.21007, -0.78320], [1.21542, 1.11859, -0.70990], [1.31735, 2.42978, -1.19425], [0.22045, 1.06637, -0.19256], [0.83612, 2.37387, -2.07803]], "forces_ev_per_a": [[-0.70, 2.39, 0.26], [2.75, -2.93, -0.73], [-2.79, -0.31, -1.25], [-0.54, 0.49, 1.91], [1.37, 0.56, -0.17], [-1.31, 1.50, 0.31], [1.02, 1.21, -0.77], [-0.40, -2.57, -0.79], [-0.01, -0.98, 0.28], [0.62, 0.64, 0.94]], "mulliken_spin": [0.24, -0.04, 0.10, 0.01, 0.00, 0.54, -0.06, 0.13, 0.10, -0.01]}